# 1
Below is a cluster of 2 separate species, C7H10N2O3 in total in a non-equilibrium geometry, with properties calculated with the ωB97M-V functional and the def2-TZVPD basis.

Results
- relative energy (zero: lowest compared OMol25 entry of this formula, charge and spin) (kJ/mol) = 346.97
- Kohn-Sham gap (eV) = 9.1798
- maximum force (eV/Å) = 6.7
- LUMO (eV) = 0.35
- HOMO energy (eV) = -8.83

Geometry as ORCA input:
```
! RIJCOSX wB97M-V def2-TZVPD def2/J DEFGRID3
* xyz 0 1
C -2.745 -0.570 0.456
C -2.909 -0.728 -0.947
C -1.428 -0.693 0.746
C -1.675 -1.017 -1.419
C 1.344 1.695 -0.080
C 1.451 -1.278 0.578
C 0.598 -1.096 -0.667
N -0.748 -0.919 -0.427
N 1.566 2.926 0.534
O 1.897 1.821 -1.259
O 2.574 -2.174 0.384
O 1.062 -1.047 -1.816
H -3.486 -0.534 1.408
H -3.788 -0.638 -1.477
H -0.840 -0.726 1.719
H -1.538 -1.481 -2.361
H 0.889 -1.709 1.447
H 1.798 -0.228 0.868
H 1.456 2.938 1.529
H 2.109 3.557 0.130
H 2.763 -2.120 -0.510
H 1.800 0.910 -1.756
*
```


# 2
Below is a cluster of 5 separate species, C23H37BF12NO12 in total, with properties calculated with the ωB97M-V functional and the def2-TZVPD basis.

Results
- Kohn-Sham gap (eV) = 7.2606
- maximum force (eV/Å) = 0.5
- LUMO (eV) = 2.12
- HOMO energy (eV) = -5.14

Geometry as ORCA input:
```
! RIJCOSX wB97M-V def2-TZVPD def2/J DEFGRID3
* xyz -1 1
C 8.072 -1.088 0.764
C 6.737 -0.940 1.452
O 6.496 -1.421 2.520
O 5.830 -0.248 0.729
C 5.655 1.140 1.166
C 4.719 1.834 0.206
B 3.117 1.392 0.256
O 2.742 0.646 -1.006
C 2.720 0.516 1.595
C 1.319 -0.057 1.433
O 0.504 0.105 2.627
C 1.327 -1.521 1.010
N 0.151 -1.855 0.186
H 8.854 -1.260 1.500
H 8.026 -1.952 0.097
H 8.295 -0.209 0.163
H 6.658 1.592 1.195
H 5.263 1.110 2.187
H 5.099 1.622 -0.804
H 4.851 2.914 0.348
H 2.415 2.415 0.265
H 3.195 -0.202 -1.026
H 3.433 -0.295 1.802
H 2.683 1.164 2.474
H 0.770 0.511 0.676
H 1.083 -0.100 3.371
H 1.300 -2.117 1.927
H 2.268 -1.763 0.505
H 0.057 -1.108 -0.497
H 0.359 -2.683 -0.364
C -1.654 -2.926 3.109
C -0.514 -2.895 4.095
O -0.698 -3.891 5.147
C -0.358 -5.127 4.854
O 0.101 -5.554 3.835
C -0.601 -6.033 6.086
F -1.795 -5.806 6.647
F 0.340 -5.806 7.017
F -0.542 -7.319 5.745
H -2.606 -2.800 3.628
H -1.523 -2.120 2.386
H -1.677 -3.868 2.562
H -0.472 -1.950 4.630
H 0.445 -3.069 3.615
C -1.595 3.847 7.495
C -1.892 3.624 6.029
O -0.762 3.978 5.205
C 0.190 3.054 5.110
O 0.208 1.987 5.646
C 1.300 3.545 4.148
F 1.684 4.794 4.468
F 0.849 3.554 2.898
F 2.350 2.745 4.231
H -1.290 4.880 7.670
H -2.489 3.645 8.086
H -0.800 3.185 7.835
H -2.693 4.274 5.682
H -2.165 2.589 5.828
C 1.367 2.326 -3.194
C 0.925 1.384 -4.282
O -0.474 1.002 -4.118
C -1.370 1.839 -4.581
O -1.206 2.873 -5.163
C -2.787 1.271 -4.321
F -2.930 0.798 -3.086
F -3.034 0.261 -5.184
F -3.717 2.205 -4.527
H 1.222 1.874 -2.215
H 2.435 2.513 -3.293
H 0.835 3.277 -3.248
H 1.463 0.440 -4.221
H 1.045 1.802 -5.281
C -6.092 -0.566 -6.079
C -5.495 -0.054 -7.368
O -5.732 -0.981 -8.460
C -6.918 -0.918 -9.032
O -7.824 -0.180 -8.774
C -6.994 -1.948 -10.185
F -6.518 -3.141 -9.816
F -6.270 -1.515 -11.228
F -8.252 -2.106 -10.588
H -5.699 -1.555 -5.844
H -5.835 0.110 -5.265
H -7.177 -0.631 -6.146
H -4.413 0.019 -7.303
H -5.896 0.921 -7.642
*
```


# 3
Below is an isolated molecule of C3H2O3 in a non-equilibrium geometry, with properties calculated with the ωB97M-V functional and the def2-TZVPD basis.

Results
- SMILES = O=CC(=O)C=O
- relative energy (zero: lowest compared OMol25 entry of this formula, charge and spin) (kJ/mol) = 352.09
- Kohn-Sham gap (eV) = 8.3050
- maximum force (eV/Å) = 10.5
- LUMO (eV) = -2.12
- HOMO energy (eV) = -10.43

Geometry as ORCA input:
```
! RIJCOSX wB97M-V def2-TZVPD def2/J DEFGRID3
* xyz 0 1
O -1.992 -0.201 -0.227
C -0.881 -0.775 -0.596
C 0.473 -0.150 -0.393
O 1.170 -0.410 -1.293
C 0.931 0.468 0.793
O 0.263 1.095 1.710
H -0.748 -1.756 -1.445
H 2.080 0.625 1.097
*
```


# 4
Below is a structure of composition C3H7N2O in a non-equilibrium geometry, with properties calculated with the ωB97M-V functional and the def2-TZVPD basis.

Results
- relative energy (zero: lowest compared OMol25 entry of this formula, charge and spin) (kJ/mol) = 288.54
- Kohn-Sham gap (eV) = 10.9601
- maximum force (eV/Å) = 5.5
- LUMO (eV) = -3.87
- HOMO energy (eV) = -14.83

Geometry as ORCA input:
```
! RIJCOSX wB97M-V def2-TZVPD def2/J DEFGRID3
* xyz 1 1
C -1.550 -0.896 0.024
C -0.761 1.254 -0.072
C 0.439 -0.171 -0.639
N -0.430 -1.306 -0.415
N 1.547 -0.286 0.408
O -1.806 0.360 0.331
H -2.364 -1.518 0.266
H -0.141 1.771 0.838
H -1.041 1.914 -0.901
H 0.708 -0.231 -1.647
H 2.050 -1.166 0.196
H 1.190 -0.289 1.380
H 2.158 0.563 0.230
*
```


# 5
Below is a structure of composition C41H31N10ORbS in a non-equilibrium geometry, with properties calculated with the ωB97M-V functional and the def2-TZVPD basis.

Results
- relative energy (zero: lowest compared OMol25 entry of this formula, charge and spin) (kJ/mol) = 84.23
- Kohn-Sham gap (eV) = 5.4646
- maximum force (eV/Å) = 1.6
- LUMO (eV) = 3.80
- HOMO energy (eV) = -1.66

Geometry as ORCA input:
```
! RIJCOSX wB97M-V def2-TZVPD def2/J DEFGRID3
* xyz -2 1
Rb 0.551 -0.843 -1.013
C 3.889 -3.343 1.460
C 2.771 -3.074 0.645
N 1.647 -2.592 1.116
C 1.531 -2.319 2.434
C 2.597 -2.555 3.335
C 3.792 -3.084 2.796
C 2.464 -2.247 4.709
C 1.285 -1.699 5.140
C 0.213 -1.460 4.276
C 0.272 -1.742 2.900
N -0.653 -1.422 1.979
C -1.944 -1.204 2.288
C -2.655 -1.825 3.326
C -3.993 -1.534 3.603
C -4.695 -0.604 2.883
C -4.054 0.027 1.792
C -4.704 1.010 1.011
C -4.056 1.588 -0.040
C -2.751 1.148 -0.342
N -2.118 0.244 0.361
C -2.718 -0.297 1.448
H 4.798 -3.726 1.017
H 2.821 -3.250 -0.425
H 4.631 -3.264 3.462
H 3.291 -2.426 5.384
H 1.174 -1.433 6.187
H -0.681 -1.002 4.673
H -2.139 -2.558 3.929
H -4.479 -2.054 4.423
H -5.722 -0.351 3.122
H -5.718 1.298 1.272
H -4.521 2.359 -0.641
H -2.216 1.558 -1.193
N 4.204 0.534 0.470
C 3.624 0.961 -0.718
S 3.563 2.657 -0.978
N 3.220 -0.040 -1.469
N 2.668 0.342 -2.675
C 2.306 -0.619 -3.439
C 2.397 -2.083 -3.197
C 3.620 -2.729 -3.110
C 3.711 -4.102 -2.923
C 2.528 -4.833 -2.806
C 1.298 -4.214 -2.880
C 1.166 -2.810 -3.083
O 0.025 -2.225 -3.112
H 4.158 1.222 1.204
H 3.948 -0.408 0.733
H 1.827 -0.307 -4.364
H 4.521 -2.128 -3.173
H 4.677 -4.588 -2.852
H 2.573 -5.906 -2.642
H 0.381 -4.783 -2.767
N 0.246 3.276 -0.816
C -0.471 4.094 -0.009
C -0.887 5.368 -0.352
C -1.725 6.105 0.501
C -2.172 5.602 1.692
C -1.751 4.309 2.092
C -2.153 3.693 3.300
C -1.678 2.455 3.620
C -0.772 1.821 2.740
N -0.392 2.355 1.612
C -0.883 3.568 1.267
H 0.909 3.656 -1.474
H 0.584 2.441 -0.357
H -0.584 5.784 -1.304
H -2.033 7.098 0.191
H -2.833 6.172 2.333
H -2.843 4.215 3.955
H -1.981 1.950 4.528
H -0.366 0.845 2.978
N 0.870 1.934 -7.456
C 0.289 1.427 -6.602
C -0.484 0.811 -5.565
C -1.288 -0.293 -5.853
C -2.035 -0.840 -4.834
C -1.965 -0.251 -3.577
N -1.207 0.801 -3.296
C -0.454 1.305 -4.263
H -1.301 -0.709 -6.852
H -2.633 -1.725 -4.988
H -2.534 -0.657 -2.749
H 0.202 2.126 -3.997
*
```


# 6
Below is a structure of composition CH2IO3S in a non-equilibrium geometry, with properties calculated with the ωB97M-V functional and the def2-TZVPD basis.

Results
- relative energy (zero: lowest compared OMol25 entry of this formula, charge and spin) (kJ/mol) = 0.00
- Kohn-Sham gap (alpha / beta) (eV) = 4.4207 / 6.0147
- ⟨S²⟩ = 2.01
- maximum force (eV/Å) = 5.5
- LUMO (alpha / beta) (eV) = 3.03 / 0.45
- HOMO energy (alpha / beta) (eV) = -1.39 / -5.56

Geometry as ORCA input:
```
! RIJCOSX wB97M-V def2-TZVPD def2/J DEFGRID3
* xyz -1 3
C -0.609 -0.289 -0.200
O -2.838 1.175 -0.507
O -1.470 1.564 1.490
O -0.862 2.495 -0.725
S -1.534 1.440 0.033
I -1.410 -1.423 1.442
H -0.959 -0.463 -1.241
H 0.375 -0.512 0.005
*
```


- Among the records above, which one has the lowest maximum force?
  C23H37BF12NO12


- What is the maximum force in the sixth record?
  5.5 eV/Å